{"formula": "C40H81Cl2O12P2S", "method": "wB97M-V/def2-TZVPD", "species": ["O", "H", "C", "H", "C", "H", "C", "C", "C", "H", "P", "H", "H", "C", "H", "H", "C", "C", "O", "H", "H", "C", "H", "H", "C", "O", "H", "H", "H", "O", "C", "H", "H", "H", "O", "C", "H", "O", "C", "P", "C", "H", "H", "H", "Cl", "H", "H", "H", "H", "C", "H", "H", "C", "H", "H", "O", "H", "C", "C", "O", "C", "H", "H", "C", "H", "H", "H", "H", "H", "H", "H", "H", "C", "H", "C", "H", "H", "O", "H", "H", "C", "H", "C", "H", "C", "C", "H", "H", "C", "H", "H", "C", "H", "H", "C", "H", "H", "H", "C", "H", "C", "H", "C", "C", "H", "H", "H", "C", "C", "H", "C", "H", "O", "S", "H", "H", "H", "H", "H", "H", "C", "C", "H", "H", "H", "H", "H", "H", "O", "H", "H", "H", "H", "Cl", "H", "O", "C", "C"], "xyz": [[-2.0910, 5.9532, 3.8920], [2.8276, 5.5635, -1.0343], [-1.8018, 8.2976, 4.1723], [1.1753, 9.9050, -1.5295], [-1.8199, 1.4204, -3.3768], [-1.2843, -2.4892, 0.0637], [-2.9940, -10.1113, 1.8843], [-4.7444, 5.6929, 1.9441], [-1.5869, -10.4141, 1.4339], [5.6784, 4.8396, 4.6769], [-0.9228, -4.1368, -1.5378], [-5.7996, 5.7496, 1.6873], [0.0922, -0.6819, -1.4006], [0.5434, 9.3922, -2.2501], [-2.5865, -1.6905, -2.5838], [5.4536, -7.6330, 2.2204], [-6.8982, -0.6369, -1.5230], [-1.2224, -11.8683, 1.2751], [5.0869, 5.8836, 2.4703], [-1.8768, -12.3401, 0.5401], [-7.0804, -0.2178, -2.5143], [1.1309, 0.9106, -3.5735], [6.5251, 6.3255, 5.1643], [5.9824, 8.5286, 3.7820], [-2.5576, 4.5829, 1.1857], [-1.4978, -5.3861, -0.7654], [-2.6115, 3.2284, -4.0776], [-1.9179, 8.7656, 5.1510], [-2.0408, 5.5411, 1.1260], [2.5689, 2.5016, -0.6883], [-4.0390, 4.7795, 0.9765], [-3.1314, -9.0354, 1.9627], [3.2238, 0.8061, -2.0016], [5.3548, 3.7720, -0.2874], [-4.6875, -0.9654, -0.7129], [0.6317, -4.2361, 4.1850], [2.2381, -0.9255, -4.2916], [4.7139, -10.0287, 2.0596], [0.0380, -6.4164, 0.8531], [-0.4983, 0.1453, -3.5456], [-0.5832, 3.7219, -3.5638], [2.0201, -8.8563, 1.1219], [-0.6151, 6.9962, -3.2143], [3.7642, -7.0929, 2.0585], [-2.0263, 1.8129, -1.6602], [0.9653, -5.8529, 0.7518], [0.5555, -2.1206, 3.8238], [0.4202, -1.3077, -5.3894], [-1.3315, -7.3951, -0.4767], [5.0586, 8.0453, 3.4600], [0.6234, -3.1302, 2.3561], [0.0482, 5.5049, 5.1297], [-5.5611, -0.1752, -1.0027], [-0.5963, -5.9757, 1.6151], [-1.6110, -5.2753, -4.7354], [0.5460, -3.9967, -1.4587], [-1.0594, 4.6363, -3.2190], [-0.5135, -1.0691, -2.2257], [0.3835, -4.4752, -4.6387], [-4.6374, 4.2288, 0.0771], [2.8665, -9.3966, 0.6966], [0.7115, 7.0574, 4.5675], [0.0481, -1.9156, -2.6355], [2.2102, -0.1498, -3.5303], [-4.6258, 5.3223, 2.9625], [4.7615, -7.2997, 0.6152], [3.7881, -0.9397, -2.3628], [-1.0238, 8.8394, 3.6314], [-6.9198, -1.7225, -1.5778], [0.0597, -6.7099, -1.2829], [0.9209, 6.2725, -3.7557], [-1.3495, -12.3919, 2.2240], [3.1437, -0.0999, -2.5868], [0.0903, -3.8613, -5.4921], [-1.9010, -1.5199, -1.7508], [-4.3016, 6.6891, 1.9065], [-6.0905, 1.7366, -0.1822], [2.1827, 7.6743, -2.0981], [-3.7119, -10.5206, 1.1714], [-2.1711, 3.9131, 0.4190], [3.2726, 3.4948, -0.6705], [-2.3389, -0.7275, -1.1503], [5.5832, 5.9160, 4.7958], [0.9211, -3.8450, -3.9308], [-1.4091, 6.8502, 4.3344], [-1.8273, -2.7527, -0.8477], [1.0482, -5.2606, -4.9941], [4.8101, 6.1343, 5.5346], [-5.3539, 1.3108, -0.8640], [0.1261, 4.0026, -4.3406], [4.2672, 8.3390, 4.1518], [1.0779, -4.2495, 5.6258], [0.6444, -3.4020, 6.1599], [1.1954, 1.5563, -4.4537], [0.9928, -3.0134, 3.3728], [-4.3608, 1.5066, -0.4753], [0.7617, -5.1758, 6.0986], [-0.0119, 3.2921, -2.7451], [-0.6595, -6.5387, -0.4802], [-2.7398, 8.3680, 3.6268], [-0.1256, 6.5767, 5.0770], [-0.6218, -6.0409, -3.5162], [1.1464, 8.0528, -2.5921], [-1.6323, 2.7588, -4.1362], [-0.1837, 6.9853, 6.0872], [-0.1887, -11.9559, 0.9498], [-3.1832, -10.5729, 2.8548], [4.4304, 3.6300, 0.2752], [4.5556, -7.6973, 1.6107], [0.2830, -7.4263, 1.1844], [0.3885, 7.2067, -3.5892], [4.2943, 4.4948, 0.9244], [0.0188, -5.1559, 3.6969], [-0.8461, -0.8714, -5.3117], [3.0126, -9.0628, -0.3324], [1.2276, 1.5066, -2.6598], [4.8065, 8.3783, 2.4562], [2.1644, -4.1644, 5.6836], [0.2895, 7.7406, -4.5355], [2.0763, -2.8844, 3.3507], [4.1094, -9.1385, 1.5119], [-0.8485, -5.0808, -3.9831], [2.1610, 4.4360, -2.2322], [-2.7420, 0.9785, -3.7588], [2.6436, -10.4610, 0.7007], [-5.4649, 1.7974, -1.8352], [-2.8373, -3.0385, -0.5566], [-7.6946, -0.2905, -0.8625], [-0.7893, -9.5307, 1.2126], [0.4502, 10.0023, -3.1500], [-0.4549, 9.2588, -1.8294], [3.8963, 4.8303, -2.2248], [4.5114, 2.7340, 0.8870], [-1.3656, 2.4544, -5.8766], [-2.3727, 4.1645, 2.1740], [-1.4746, -4.1916, -3.0385], [3.0204, 4.6525, -1.5989], [5.2275, 6.5469, 3.4732]], "atomic_forces_ev_per_a": [[0.04, 0.07, 0.05], [0.09, 0.04, -0.03], [-0.11, -0.06, -0.07], [0.00, 0.00, -0.01], [0.09, 0.23, -0.49], [-0.02, -0.12, 0.05], [0.05, 0.14, -0.02], [-0.15, -0.05, -0.09], [-0.01, -0.03, 0.03], [0.00, 0.00, 0.00], [0.19, -0.04, 0.33], [0.00, 0.00, 0.00], [-0.05, 0.06, 0.01], [0.12, 0.00, 0.09], [0.12, -0.15, -0.07], [0.00, 0.00, 0.00], [0.06, -0.14, 0.03], [0.13, 0.06, -0.03], [-0.03, 0.06, 0.08], [-0.04, -0.02, 0.05], [-0.04, 0.06, 0.03], [0.47, 0.01, -0.32], [-0.03, 0.05, 0.04], [-0.03, 0.01, 0.06], [-0.09, -0.19, -0.28], [0.03, 0.06, -0.29], [-0.01, 0.01, -0.05], [0.06, 0.03, 0.00], [0.01, 0.01, 0.12], [-0.13, -0.01, -0.12], [-0.05, 0.06, 0.06], [0.00, 0.00, 0.00], [-0.10, -0.27, 0.52], [0.00, 0.11, 0.02], [-0.01, 0.01, -0.03], [0.04, 0.03, -0.02], [-0.29, -0.17, 0.23], [-0.01, 0.00, 0.00], [0.23, -0.28, -0.25], [0.32, -0.13, 0.17], [0.18, -0.07, -0.31], [-0.01, 0.05, -0.08], [-0.02, 0.08, -0.04], [-0.03, 0.02, -0.06], [0.14, -0.02, -0.01], [-0.09, 0.20, 0.12], [0.05, 0.01, 0.03], [0.02, -0.07, 0.13], [-0.16, 0.11, 0.04], [-0.03, -0.03, -0.15], [0.01, 0.00, 0.00], [0.00, 0.00, 0.00], [-0.04, 0.03, 0.00], [-0.04, 0.08, -0.06], [-0.04, -0.04, 0.04], [0.00, 0.02, -0.19], [-0.02, -0.08, 0.11], [-0.15, -0.02, 0.19], [-0.17, 0.25, 0.00], [0.13, -0.04, -0.04], [0.04, -0.23, 0.07], [0.00, 0.06, 0.03], [0.11, 0.09, -0.04], [0.22, 0.11, 0.07], [0.08, 0.06, 0.01], [-0.06, 0.03, 0.00], [0.34, 0.20, -0.38], [0.03, 0.02, 0.06], [0.00, 0.00, 0.00], [-0.02, 0.23, -0.06], [0.01, 0.04, 0.00], [-0.06, -0.02, -0.02], [-0.32, -0.05, -0.10], [0.03, -0.03, -0.03], [0.04, 0.22, 0.18], [0.05, -0.02, 0.07], [-0.06, 0.06, -0.10], [-0.06, 0.00, -0.02], [-0.01, -0.06, 0.04], [0.01, 0.02, 0.00], [0.08, 0.11, -0.01], [-0.10, -0.04, -0.10], [0.00, -0.12, -0.09], [0.11, -0.19, 0.08], [0.00, 0.02, 0.04], [-0.10, 0.13, -0.15], [0.03, 0.01, -0.01], [0.04, 0.05, 0.03], [0.07, -0.23, 0.11], [-0.02, -0.01, -0.03], [0.05, 0.02, 0.06], [-0.06, -0.13, 0.00], [0.05, 0.04, -0.01], [-0.11, 0.02, 0.01], [-0.07, -0.08, -0.09], [-0.10, 0.05, 0.04], [0.00, 0.00, 0.00], [-0.11, 0.03, 0.11], [-0.01, -0.49, 0.25], [0.00, 0.00, 0.01], [-0.03, -0.14, -0.02], [0.05, 0.10, 0.18], [-0.03, 0.08, -0.01], [-0.05, 0.08, 0.39], [0.03, 0.06, -0.02], [0.00, 0.00, 0.00], [-0.03, -0.05, -0.03], [-0.16, -0.26, 0.04], [0.10, -0.06, 0.09], [0.01, 0.08, 0.04], [0.14, -0.07, 0.03], [0.09, 0.04, -0.09], [-0.01, 0.07, 0.16], [-0.29, 0.11, -0.21], [-0.04, 0.09, 0.02], [-0.08, 0.12, -0.04], [0.00, 0.00, 0.00], [0.00, 0.07, 0.01], [-0.06, 0.02, 0.01], [0.00, 0.04, 0.05], [-0.01, 0.07, -0.04], [-0.08, -0.18, -0.28], [0.01, 0.03, -0.01], [-0.01, -0.18, 0.20], [0.00, 0.00, -0.01], [-0.09, 0.08, 0.05], [0.00, -0.08, -0.03], [-0.01, 0.06, -0.04], [-0.03, -0.05, -0.06], [-0.06, -0.02, -0.01], [-0.03, 0.01, -0.06], [0.02, 0.09, 0.05], [0.02, 0.00, -0.02], [-0.03, -0.03, -0.03], [0.04, 0.11, 0.04], [0.00, 0.07, 0.06], [-0.12, -0.22, 0.01], [0.03, 0.02, 0.03]], "lowdin_charge": [0.053, 0.077, -0.015, 0.083, -0.782, 0.108, -0.018, -0.019, -0.488, 0.082, 0.470, 0.082, 0.121, -0.019, 0.111, 0.080, -0.017, -0.016, 0.056, 0.088, 0.087, -0.304, 0.089, 0.089, -0.023, -0.189, 0.097, 0.090, 0.083, 0.023, -0.485, 0.081, 0.045, 0.096, 0.055, -0.493, 0.088, 0.072, -0.074, 0.670, -0.147, 0.060, 0.080, 0.079, 0.772, 0.075, 0.084, -0.149, 0.109, -0.019, 0.070, 0.083, -0.482, 0.064, 0.120, -0.260, 0.073, -0.324, -0.073, 0.047, -0.019, 0.082, 0.065, -0.222, 0.084, 0.083, 0.078, 0.087, 0.083, 0.108, 0.062, 0.089, 0.059, 0.049, -0.290, 0.080, 0.092, 0.067, 0.087, 0.044, -0.479, 0.050, -0.019, 0.057, -0.487, -0.188, 0.084, 0.085, -0.046, 0.066, 0.083, -0.022, 0.085, 0.096, -0.017, 0.019, 0.083, 0.041, -0.243, 0.076, -0.019, 0.110, -0.490, -0.772, 0.089, 0.078, 0.088, -0.012, -0.024, 0.044, -0.021, 0.058, 0.065, 0.610, 0.087, 0.081, 0.082, 0.086, 0.093, 0.086, -0.503, -0.240, 0.059, 0.090, 0.080, 0.091, 0.103, 0.090, 0.058, 0.089, 0.086, 0.099, 0.087, 0.642, 0.079, -0.209, -0.013, -0.491], "energy_ev": -121818.457, "charge": 1}